one) Computed, not measured: a cluster of 2 separate species, C2H5ClO2S in total, with ωB97M-V with the def2-TZVPD basis set.

Values from the calculation:
Kohn-Sham gap = 9.166 eV
spin multiplicity = 1
SMILES = C=CO.OSCl

Last column: Löwdin charge in e.
Element x y z (Å)
C 0.40991 -0.97096 -0.74490  -0.055
C 0.39465 0.04896 -1.62395  -0.267
O -0.77289 0.40174 -2.19527  -0.005
H -0.46972 -1.26973 -0.24646  0.024
H 1.32145 -1.25636 -0.25423  0.036
H 1.24272 0.68846 -1.67830  0.107
H -1.44108 -0.14253 -1.75066  0.101
O -1.13532 0.61218 1.87568  -0.516
S 0.19498 -0.27574 2.36116  0.414
Cl 1.37805 1.06600 3.21259  0.127
H -1.12274 1.09799 1.04435  0.036

=====

two) Computed, not measured: a cluster of 2 separate species, C2H5ClO2S in total, with ωB97M-V with the def2-TZVPD basis set.

Values from the calculation:
Kohn-Sham gap = 9.303 eV
spin multiplicity = 1
SMILES = C=CO.OSCl

Last column: Löwdin charge in e.
Element x y z (Å)
C 0.48942 0.31486 -1.06772  0.011
C 0.25300 0.11662 0.21816  -0.335
O -0.59927 -0.76694 0.60971  -0.007
H -0.08672 -0.28228 -1.85110  0.094
H 1.24480 0.98184 -1.42105  0.041
H 0.79206 0.43594 1.12558  0.135
H -0.99269 -0.99381 -0.23636  0.094
O -3.27318 -0.30548 1.57337  -0.555
S -3.94326 0.76948 0.51438  0.430
Cl -4.37358 -0.47612 -1.04109  0.078
H -2.30109 -0.40309 1.59631  0.014

=====

Which of them is the most stable? Correct choice: two).